ORCA calculation (the ωB97M-V functional and the def2-TZVPD basis) on a cluster of 9 separate species, C14H42N11O17P in total.

Output
SMILES: CN(C)P(=O)(N(C)C)N(C)C.C[N+](=O)[O-].C[N+](=O)[O-].C[N+](=O)[O-].C[N+](=O)[O-].C[N+](=O)[O-].C[N+](=O)[O-].C[N+](=O)[O-].C[N+](=O)[O-]
Calculated total energy (eV): -75666.2185
Frontier orbital gap (eV): 8.17

Each line ends with the Löwdin charge.
Positions of all 85 atoms, in Å:
C: -2.34815 1.19217 -0.90499  -0.098
N: -2.65760 2.51822 -1.43938  -0.300
C: -3.07219 3.44208 -0.40020  -0.117
P: -1.78056 3.02345 -2.75651  0.492
O: -1.37867 1.89262 -3.60880  -0.275
N: -2.72284 4.23215 -3.34507  -0.311
C: -4.15114 4.05578 -3.49293  -0.107
C: -2.14676 5.15492 -4.32014  -0.098
N: -0.39843 3.80962 -2.25084  -0.297
C: -0.41592 5.12012 -1.60984  -0.120
C: 0.89190 3.15648 -2.29012  -0.100
H: -3.24656 0.71457 -0.51740  0.086
H: -1.55862 1.27654 -0.14788  0.064
H: -1.91773 0.57187 -1.68982  0.046
H: -2.22477 3.68023 0.25744  0.077
H: -3.81495 2.94482 0.22593  0.087
H: -3.48966 4.34747 -0.83085  0.070
H: -4.39758 3.49198 -4.40471  0.092
H: -4.57720 3.60072 -2.60763  0.067
H: -4.60666 5.03309 -3.68492  0.084
H: -1.07972 5.27149 -4.15828  0.067
H: -2.31701 4.78717 -5.34003  0.091
H: -2.61271 6.14120 -4.25234  0.086
H: 0.06238 5.05804 -0.62379  0.085
H: 0.04621 5.88062 -2.24091  0.080
H: -1.43025 5.41687 -1.34869  0.065
H: 1.68722 3.89447 -2.21191  0.083
H: 1.00368 2.55548 -3.19550  0.076
H: 1.02299 2.41912 -1.47898  0.059
C: 2.22304 -5.70408 -0.35490  0.055
N: 1.39237 -4.47133 -0.33963  -0.427
O: 0.42385 -4.46516 0.38784  0.070
O: 1.74011 -3.55340 -1.05873  0.051
H: 3.25764 -5.36819 -0.40875  0.098
H: 2.03979 -6.24237 -1.28240  0.107
H: 1.99326 -6.31039 0.50848  0.096
C: -0.46133 -1.30717 -3.33597  0.025
N: -0.17060 -0.96413 -4.75094  -0.445
O: -0.91185 -1.38878 -5.60824  0.070
O: 0.85794 -0.35086 -4.95861  0.054
H: -0.03721 -0.55415 -2.68543  0.065
H: 0.01276 -2.27038 -3.15818  0.101
H: -1.53953 -1.35089 -3.24734  0.080
C: 5.67934 -0.71529 4.03241  0.054
N: 4.79153 0.35585 3.51531  -0.437
O: 4.51664 1.27266 4.25210  0.075
O: 4.39156 0.24108 2.37097  0.046
H: 5.18718 -1.10335 4.91916  0.080
H: 6.62843 -0.26902 4.32464  0.104
H: 5.86631 -1.39294 3.21060  0.096
C: -2.88713 -3.23109 -1.16406  0.062
N: -2.54389 -4.68414 -1.36471  -0.448
O: -1.58612 -4.92030 -2.06891  0.045
O: -3.20874 -5.51599 -0.79080  0.075
H: -2.10756 -2.86313 -0.50266  0.082
H: -3.87388 -3.17693 -0.72130  0.095
H: -2.88889 -2.81468 -2.16419  0.083
C: -1.37887 -2.10923 3.28440  0.054
N: -1.73732 -3.43031 3.91679  -0.440
O: -0.90634 -4.32177 3.82746  0.039
O: -2.84316 -3.56589 4.38049  0.069
H: -1.35055 -1.41308 4.11617  0.097
H: -2.17637 -1.89627 2.58177  0.100
H: -0.43362 -2.26699 2.79038  0.049
C: 2.36303 -3.46048 4.06127  0.039
N: 2.52130 -2.32092 4.96802  -0.426
O: 1.83879 -1.33945 4.76838  0.075
O: 3.43487 -2.38412 5.77078  0.046
H: 2.01414 -4.33355 4.60595  0.108
H: 3.37239 -3.69766 3.72475  0.101
H: 1.76756 -3.24973 3.18343  0.069
C: 2.05411 -0.44620 -0.41649  0.065
N: 1.05232 -1.01077 0.53070  -0.406
O: -0.01953 -1.34998 0.08572  0.053
O: 1.40919 -1.17513 1.68991  0.030
H: 1.86840 -0.84909 -1.40078  0.083
H: 3.04507 -0.59094 -0.00486  0.092
H: 1.86317 0.63040 -0.36696  0.088
C: 1.62145 1.95338 3.23675  0.041
N: 0.23656 1.78226 2.67660  -0.433
O: -0.01731 2.29185 1.60424  0.043
O: -0.48669 1.08052 3.34318  0.068
H: 1.49129 2.59235 4.10578  0.107
H: 2.30346 2.35005 2.49750  0.090
H: 1.93897 0.96591 3.55204  0.057